Here is an isolated molecule of H3NO4S in a non-equilibrium geometry from the OMol25 dataset. Energies are from the ωB97M-V functional and the def2-TZVPD basis.

Computed properties:
Orbital gap = 9.41 eV
Energy above the lowest of the compared OMol25 structures with the same formula, charge and spin = 65.8 kcal/mol
E_HOMO = -0.344 Eh
Total energy = -20557.6639 eV
Charge = 0

Cartesian coordinates (Å):
N: 0.28421 0.71838 -0.58134
O: -1.64463 -0.52662 0.61897
O: -0.08341 1.88984 0.13453
O: -0.03985 -2.89580 0.09655
O: 0.27871 -1.63870 -0.58593
S: -1.00993 -0.60375 -0.65454
H: 0.54004 1.15812 -1.53337
H: -0.54090 1.33934 0.89146
H: -0.44654 -2.51041 0.84278

For reference, the Löwdin charges in units of e are: -0.255 -0.434 -0.143 -0.007 -0.388 0.951 0.126 0.115 0.035

Here is a cluster of 8 separate species, C6H23NO8 in total in a non-equilibrium geometry from the OMol25 dataset. Energies are from the ωB97M-V functional and the def2-TZVPD basis.

Computed properties:
SMILES = C=N/C=C/CCC=O.O.O.O.O.O.O.O
Orbital gap = 9.61 eV
Energy above the lowest of the compared OMol25 structures with the same formula, charge and spin = 42.7 kcal/mol
E_HOMO = -0.339 Eh
Total energy = -24463.6265 eV
Charge = 0

Cartesian coordinates (Å):
C: -1.82842 -1.13591 2.70067
N: -1.24566 -0.87733 1.59920
C: -1.58125 0.35462 0.95772
C: -0.57532 0.91400 0.29960
C: -0.62236 2.27699 -0.34936
C: -1.49919 2.35836 -1.61404
C: -1.12527 1.35938 -2.66820
O: -0.70867 0.27254 -2.35438
H: -1.39808 -1.98968 3.21599
H: -2.69081 -0.57214 3.05077
H: -2.55133 0.83325 1.07863
H: 0.32879 0.35803 0.15277
H: -0.97583 2.97067 0.41506
H: 0.35243 2.63579 -0.66111
H: -1.45886 3.40070 -1.94372
H: -2.57662 2.24522 -1.43045
H: -1.15112 1.63879 -3.73119
O: -0.36407 2.10375 3.31620
H: -0.75585 2.15492 2.44081
H: -0.50276 2.87262 3.86769
O: 3.80367 -0.64449 0.76058
H: 4.16852 0.12121 0.30512
H: 3.37956 -1.17141 0.04226
O: 1.64811 -0.68676 -4.09389
H: 1.86086 -0.46468 -3.17951
H: 1.27494 -1.55278 -3.87616
O: 1.91527 1.26170 1.46202
H: 1.68016 1.55438 2.35048
H: 2.71913 0.72307 1.52557
O: -3.25586 -2.40837 -0.40834
H: -2.61870 -1.69486 -0.31410
H: -2.76672 -3.22918 -0.31567
O: 1.24095 -2.64087 1.06301
H: 1.84070 -2.43808 1.79173
H: 0.57738 -1.92864 1.13328
O: 2.12648 -1.47434 -1.21682
H: 1.41150 -0.88394 -0.95216
H: 2.06232 -2.27345 -0.65645

For reference, the Löwdin charges in units of e are: -0.008 -0.035 -0.182 -0.135 -0.166 -0.152 -0.225 0.051 0.078 0.085 0.131 0.068 0.108 0.118 0.112 0.124 0.128 -0.040 0.000 0.044 -0.080 0.050 0.013 -0.074 -0.007 0.034 -0.064 0.027 0.005 -0.058 -0.005 0.035 -0.063 0.057 0.013 -0.061 0.031 0.044

Here is an isolated molecule of C3H4N4O in a non-equilibrium geometry from the OMol25 dataset. Energies are from the ωB97M-V functional and the def2-TZVPD basis.

Computed properties:
SMILES = [H]/N=C\Nc1cnon1
Orbital gap = 9.78 eV
Energy above the lowest of the compared OMol25 structures with the same formula, charge and spin = 110.7 kcal/mol
E_HOMO = -0.345 Eh
Total energy = -11179.1675 eV
Charge = 0

Cartesian coordinates (Å):
H: -1.30790 2.07001 0.19751
N: -1.99202 1.39100 -0.32221
C: -1.81105 0.09466 -0.26399
N: -0.66179 -0.86210 0.13246
C: 0.52323 -0.31976 0.12969
C: 1.85806 -0.73786 -0.12908
N: 2.62432 0.28036 0.18446
O: 1.80528 1.33585 0.68089
N: 0.49799 0.90337 0.67951
H: -2.64034 -0.49805 -0.60142
H: -0.96106 -1.88672 -0.19556
H: 2.06529 -1.77075 -0.49226

For reference, the Löwdin charges in units of e are: 0.083 0.066 -0.204 0.045 -0.430 -0.059 0.084 -0.082 0.086 0.080 0.196 0.135

Here is a cluster of 2 separate species, C4H8N2O in total in a non-equilibrium geometry from the OMol25 dataset. Energies are from the ωB97M-V functional and the def2-TZVPD basis.

Computed properties:
SMILES = C[C@]1(C#N)CN1.O
Orbital gap = 9.71 eV
Energy above the lowest of the compared OMol25 structures with the same formula, charge and spin = 99.1 kcal/mol
E_HOMO = -0.354 Eh
Total energy = -9302.0972 eV
Charge = 0

Cartesian coordinates (Å):
C: 0.39021 1.39041 -0.63292
C: 0.26497 -0.07434 -0.32323
C: 1.54496 -0.66822 0.10620
N: 2.59929 -1.14356 0.22742
C: -0.69767 -0.99900 -0.91226
N: -1.43295 -0.49849 0.20752
H: 0.66343 1.94887 0.27002
H: -0.56679 1.75600 -1.00277
H: 1.16922 1.56287 -1.38581
H: -0.44190 -2.04414 -0.76814
H: -1.04741 -0.73313 -1.89467
H: -2.11395 0.21755 -0.08906
O: 0.07717 0.15308 2.07626
H: 0.45247 -0.65350 2.44101
H: -0.72901 -0.16116 1.58278

For reference, the Löwdin charges in units of e are: -0.035 -0.316 -0.176 0.174 -0.224 0.047 0.094 0.084 0.096 0.124 0.119 0.098 -0.115 0.044 -0.016

Here is an isolated molecule of C4H5NO in a non-equilibrium geometry from the OMol25 dataset. Energies are from the ωB97M-V functional and the def2-TZVPD basis.

Computed properties:
SMILES = CCC(=O)C#N
Orbital gap = 10.73 eV
Energy above the lowest of the compared OMol25 structures with the same formula, charge and spin = 20.5 kcal/mol
E_HOMO = -0.409 Eh
Total energy = -7765.6390 eV
Charge = 0

Cartesian coordinates (Å):
C: 0.92391 0.08640 0.96961
C: 0.28908 -0.86283 -0.05589
C: -0.71147 -0.24123 -1.01184
O: -1.32407 -0.85772 -1.84646
C: -0.91963 1.22963 -0.88805
N: -1.05880 2.37134 -0.76090
H: 0.58904 1.11628 0.83088
H: 2.01163 0.09975 0.88802
H: 0.66474 -0.19049 1.99269
H: -0.24123 -1.69111 0.42791
H: 1.04461 -1.34430 -0.68914

For reference, the Löwdin charges in units of e are: -0.090 -0.161 -0.389 0.121 -0.120 0.181 0.051 0.076 0.077 0.126 0.127

Here is a structure of composition C2H4O3Tm in a non-equilibrium geometry from the OMol25 dataset. Energies are from the ωB97M-V functional and the def2-TZVPD basis.

Computed properties:
2S+1 = 4
⟨S²⟩ = 3.75
Orbital gap (alpha / beta) = 6.32 / 6.13 eV
E_HOMO (alpha / beta) = -0.245 / -0.267 Eh
Total energy = -37807.0259 eV
Charge = 0

Cartesian coordinates (Å):
O: 0.07942 -1.42736 1.10856
C: -0.93422 -0.83021 0.54905
C: -0.83787 0.54303 0.22060
O: -0.03546 1.20315 1.10291
Tm: 1.79652 0.02171 1.57294
H: -1.72338 -1.44236 0.08290
H: -1.81732 1.02425 0.04494
H: 0.19710 0.63484 -1.43251
O: 1.50754 0.49962 -1.33899
H: 1.76767 -0.22668 -1.91040

For reference, the Löwdin charges in units of e are: -0.343 -0.311 -0.403 -0.451 1.396 0.112 0.100 0.233 -0.320 -0.012

Here is a cluster of 6 separate species, C43H95N5O7 in total in a non-equilibrium geometry from the OMol25 dataset. Energies are from the ωB97M-V functional and the def2-TZVPD basis.

Computed properties:
SMILES = CC1(C)CCCC(C)(C)N1O.CC1(C)CCCC(C)(C)N1O.CC1(C)CCCC(C)(C)N1O.CC1(C)CCCC(C)(C)N1O.COCCNCCOC.CO
Orbital gap = 8.45 eV
Energy above the lowest of the compared OMol25 structures with the same formula, charge and spin = 0.0 kcal/mol
E_HOMO = -0.296 Eh
Total energy = -67907.8336 eV
Charge = 0

Cartesian coordinates (Å):
C: -26.30528 16.85000 2.06824
C: -25.26221 17.66644 1.32640
C: -24.02064 17.66256 2.27763
C: -24.90113 16.96676 0.03562
C: -24.09825 17.80802 -0.93129
C: -24.79668 19.16521 -1.15829
C: -25.08941 19.90017 0.14470
C: -23.79531 20.54338 0.69457
C: -26.06312 21.06345 -0.17022
N: -25.76432 18.99614 1.05335
O: -26.40239 19.58968 2.15527
H: -27.27388 16.87342 1.54980
H: -26.03019 15.79397 1.99066
H: -26.53965 17.09658 3.10117
H: -23.96394 16.68374 2.75261
H: -23.03950 17.84007 1.82852
H: -24.13666 18.47265 3.00409
H: -24.51722 15.96096 0.21854
H: -25.85472 16.74825 -0.47791
H: -23.10189 18.07097 -0.54554
H: -23.93231 17.32872 -1.89646
H: -25.77443 18.89449 -1.57898
H: -24.26583 19.83993 -1.82392
H: -23.30639 21.15106 -0.06506
H: -23.08660 19.77773 1.01694
H: -24.00542 21.12901 1.59225
H: -26.03363 21.39196 -1.21097
H: -25.81344 21.92934 0.44817
H: -27.10262 20.83464 0.05982
H: -25.69951 19.76952 2.79910
C: -27.74760 17.42672 13.04434
C: -26.35461 17.29392 13.65635
C: -26.50610 16.92818 15.14941
C: -25.66549 16.13737 12.91700
C: -24.14960 16.07530 13.11793
C: -23.56999 17.42029 12.72507
C: -24.18016 18.61561 13.48805
C: -23.60637 18.56574 14.91898
C: -23.69981 19.89368 12.82828
N: -25.63008 18.52797 13.42357
O: -26.21665 19.59104 14.15506
H: -28.24384 16.45550 12.99777
H: -28.36786 18.17829 13.52734
H: -27.63042 17.70235 11.98901
H: -26.46082 17.79562 15.80739
H: -27.47954 16.46232 15.31956
H: -25.76097 16.20780 15.49622
H: -26.16461 15.24714 13.30737
H: -25.86084 16.24134 11.84435
H: -23.99236 15.98209 14.19499
H: -23.75640 15.23823 12.54941
H: -23.58323 17.54348 11.63653
H: -22.50840 17.41135 12.99601
H: -23.86225 17.66653 15.47828
H: -24.10609 19.33699 15.51951
H: -22.53896 18.76988 14.90760
H: -24.00407 20.75426 13.43812
H: -24.07762 20.07533 11.82209
H: -22.61071 19.97766 12.82571
H: -26.53730 20.20861 13.49122
C: -28.84782 14.89439 4.99007
C: -29.44115 15.65025 6.20226
C: -28.76796 17.02136 6.20622
C: -30.93680 15.87590 5.92717
C: -31.73340 14.59190 6.05776
C: -31.54983 14.10774 7.49481
C: -30.09021 13.87969 7.92336
C: -30.11016 13.83824 9.47598
C: -29.65324 12.51923 7.39228
N: -29.27620 14.97992 7.46529
O: -27.91919 14.77330 7.81096
H: -27.91315 14.40732 5.28562
H: -29.50585 14.10753 4.62755
H: -28.60250 15.58507 4.18381
H: -27.69007 16.83351 6.15326
H: -29.04277 17.60578 5.32442
H: -28.99709 17.72811 7.00954
H: -31.34209 16.61140 6.63352
H: -31.04564 16.37362 4.95953
H: -32.78976 14.83764 5.91653
H: -31.45238 13.88547 5.28052
H: -32.09866 13.15356 7.52679
H: -32.15018 14.69160 8.19357
H: -31.07631 14.04807 9.92655
H: -29.35292 14.52569 9.85369
H: -29.81107 12.84993 9.83540
H: -28.57773 12.37674 7.52915
H: -29.83141 12.44603 6.31309
H: -30.15905 11.65807 7.82804
H: -27.64573 15.62397 8.17408
C: -24.21286 13.58356 2.99037
C: -23.87570 12.08321 2.87025
C: -24.99443 11.31511 3.55041
C: -23.76937 11.65244 1.40447
C: -22.37758 11.78693 0.73171
C: -21.22523 11.49497 1.66988
C: -21.34936 12.09779 3.06123
C: -20.23222 11.49573 3.89072
C: -21.07178 13.62077 2.92447
N: -22.64687 11.74637 3.57936
O: -22.72004 11.96843 4.97209
H: -25.29866 13.70189 2.93320
H: -23.80407 14.20792 2.19264
H: -23.90245 13.97796 3.95933
H: -24.95529 10.22842 3.44160
H: -25.96297 11.58852 3.11883
H: -25.03291 11.55619 4.61123
H: -24.06106 10.60044 1.37548
H: -24.45556 12.26432 0.82018
H: -22.38532 12.78334 0.28071
H: -22.40350 11.07904 -0.09680
H: -20.29491 11.84506 1.20651
H: -21.08938 10.40736 1.67177
H: -20.42125 10.43605 4.12289
H: -19.24722 11.54254 3.43196
H: -20.15904 11.90235 4.90473
H: -21.55119 14.16967 3.73653
H: -20.00244 13.81767 2.95832
H: -21.48838 13.97996 1.98343
H: -22.65371 11.08704 5.35139
C: -25.06192 13.66647 9.81709
O: -23.94588 13.13587 9.11756
C: -23.18520 14.11818 8.45385
C: -23.97654 14.76238 7.31643
N: -23.19080 15.71178 6.55215
C: -24.00449 16.60527 5.72490
C: -24.54252 17.79032 6.43656
O: -25.42862 17.44787 7.49240
C: -25.91534 18.59478 8.15270
H: -25.72008 12.82966 10.04632
H: -25.63720 14.33801 9.18348
H: -24.67827 14.10061 10.74521
H: -22.28113 13.67034 8.04333
H: -22.89461 14.88566 9.19134
H: -24.88626 15.23468 7.66159
H: -24.25300 13.90047 6.67871
H: -22.51364 15.22379 5.98206
H: -24.74464 15.95986 5.21629
H: -23.41225 16.99595 4.89419
H: -25.07090 18.38600 5.67738
H: -23.71118 18.37066 6.84551
H: -25.29057 18.78710 9.02834
H: -26.96571 18.41334 8.39303
H: -25.97608 19.51298 7.55344
C: -22.41971 20.72412 5.93456
O: -23.26844 20.58504 4.78090
H: -22.80711 21.43085 6.66524
H: -22.20018 19.75418 6.36645
H: -21.45819 21.08603 5.54775
H: -23.60485 21.46109 4.57413

Results of the Löwdin charge analysis, in e, for atoms 1 through 99: -0.038 -0.511 -0.019 -0.144 -0.170 -0.138 -0.515 -0.024 -0.029 -0.116 0.005 0.096 0.069 0.076 0.057 0.076 0.066 0.117 0.130 0.105 0.111 0.125 0.119 0.089 0.060 0.074 0.080 0.074 0.083 0.085 -0.042 -0.527 -0.025 -0.146 -0.168 -0.140 -0.523 -0.028 -0.042 -0.097 -0.019 0.085 0.082 0.081 0.080 0.081 0.073 0.125 0.113 0.097 0.099 0.119 0.119 0.069 0.085 0.085 0.082 0.081 0.087 0.106 -0.018 -0.516 -0.041 -0.148 -0.180 -0.144 -0.503 -0.012 -0.035 -0.098 -0.016 0.083 0.066 0.073 0.072 0.088 0.086 0.125 0.123 0.113 0.099 0.123 0.113 0.071 0.073 0.076 0.084 0.075 0.084 0.090 -0.030 -0.510 -0.041 -0.114 -0.171 -0.153 -0.528 -0.051 -0.011